No. 1
This record from the OMol25 dataset describes a 2-piece molecular cluster, C5H13N2OS overall in a non-equilibrium geometry. The level of theory is the ωB97M-V functional and the def2-TZVPD basis.

ORCA input file:
```
! RIJCOSX wB97M-V def2-TZVPD def2/J DEFGRID3
* xyz 1 1
S -3.876 0.158 -0.224
O -1.584 1.633 0.345
N -1.438 -1.893 -0.390
N -2.038 0.299 0.121
C 1.394 0.964 -1.229
C -1.200 -0.623 -0.149
C 1.785 -1.213 -0.024
C 1.197 0.773 1.339
C 1.301 0.132 0.031
H 1.069 -1.675 0.758
H 1.859 -1.748 -0.902
H -0.617 -2.491 -0.335
H 1.284 2.010 -1.052
H -1.982 2.248 -0.379
H -2.267 -2.384 -0.585
H 2.339 1.112 1.523
H 0.790 0.245 2.150
H 0.505 0.716 -1.876
H 2.692 -1.337 0.482
H 0.560 1.627 1.244
H 2.322 0.621 -1.814
H -4.095 0.823 0.967
*
```

## Properties
**LUMO level**: -0.168 Eh
**HOMO level**: -12.73 eV
**DFT total energy**: -21247.07649 eV
**M**: 149.24 g/mol
**Energy relative to the best compared isomer or geometry (same formula, charge and spin)**: 99.4 kcal per mole
**HOMO-LUMO gap**: 8.153 eV



No. 2
This record from the OMol25 dataset describes an isolated ion of composition C5H13N2S and charge -2 in a non-equilibrium geometry. The level of theory is the ωB97M-V functional and the def2-TZVPD basis.

ORCA input file:
```
! RIJCOSX wB97M-V def2-TZVPD def2/J DEFGRID3
* xyz -2 2
S -1.286 1.504 2.882
N 1.181 -0.231 1.650
N -0.091 -0.450 -1.332
C 0.003 1.965 1.637
C -0.546 0.251 -0.113
C 0.539 0.808 0.781
C -1.237 -0.847 -2.150
C 0.815 -1.573 -1.023
H -1.057 1.119 -0.548
H -0.422 2.689 0.983
H -1.310 -0.210 -3.047
H -1.353 -0.256 0.417
H 0.643 -2.413 -1.686
H -1.181 -1.886 -2.469
H 0.525 -0.438 2.396
H 2.022 0.187 2.013
H 1.842 -1.262 -1.250
H 0.874 -1.823 0.034
H -2.171 -0.682 -1.631
H 0.805 2.388 2.238
H 1.405 1.157 0.218
*
```

## Properties
**LUMO level (spin up / spin down)**: 0.215 / 0.213 Eh
**HOMO level (spin up / spin down)**: 3.93 / -0.21 eV
**DFT total energy**: -19207.36764 eV
**M**: 133.24 g/mol
**Energy relative to the best compared isomer or geometry (same formula, charge and spin)**: 15.0 kcal per mole
**HOMO-LUMO gap (spin up / spin down)**: 1.919 / 6.001 eV



No. 3
This record from the OMol25 dataset describes one molecule with the formula C5H13N3 in a non-equilibrium geometry. The level of theory is the ωB97M-V functional and the def2-TZVPD basis.

ORCA input file:
```
! RIJCOSX wB97M-V def2-TZVPD def2/J DEFGRID3
* xyz 0 1
N 0.125 2.689 -0.559
N 0.699 1.088 -2.167
N 0.806 -0.972 -0.111
C -0.960 -2.382 0.965
C 0.498 0.398 0.156
C 0.343 0.733 1.618
C -0.636 -1.551 -0.275
C 0.421 1.339 -0.812
H 0.199 1.706 -2.794
H 0.638 3.319 -1.165
H 0.612 -0.140 2.209
H -0.586 -2.191 -1.158
H -0.176 -3.111 1.157
H 0.560 0.126 -2.446
H -1.471 -0.864 -0.461
H -1.059 -1.741 1.839
H -1.905 -2.904 0.814
H 1.297 -1.064 -0.992
H -0.681 1.025 1.867
H 0.266 2.949 0.406
H 1.010 1.548 1.909
*
```

## Properties
**LUMO level**: 0.036 Eh
**HOMO level**: -7.02 eV
**SMILES**: CCNC(C)=C(N)N
**DFT total energy**: -9865.27516 eV
**M**: 115.18 g/mol
**Energy relative to the best compared isomer or geometry (same formula, charge and spin)**: 25.2 kcal per mole
**HOMO-LUMO gap**: 7.987 eV



No. 4
This record from the OMol25 dataset describes a 3-piece molecular cluster, C5H13N3 overall in a non-equilibrium geometry. The level of theory is the ωB97M-V functional and the def2-TZVPD basis.

ORCA input file:
```
! RIJCOSX wB97M-V def2-TZVPD def2/J DEFGRID3
* xyz 0 1
N -0.816 2.051 -0.999
N -0.774 3.052 -0.007
N 1.882 -2.357 0.311
C 1.167 -1.407 1.060
C -0.032 -0.565 -1.433
C -0.336 -0.315 0.018
C 0.523 0.553 -0.598
C -1.591 -0.304 0.807
H 0.120 3.133 0.483
H 0.598 -1.408 -1.710
H 1.468 1.048 -0.442
H 1.808 -0.675 1.542
H -0.770 -0.318 -2.192
H -0.321 2.414 -1.818
H 1.300 -3.048 -0.143
H 0.495 -1.862 1.782
H -2.388 0.167 0.226
H 2.539 -1.964 -0.350
H -1.459 0.246 1.742
H -1.908 -1.324 1.040
H -1.504 2.883 0.679
*
```

## Properties
**LUMO level**: 0.035 Eh
**HOMO level**: -7.02 eV
**DFT total energy**: -9860.20167 eV
**M**: 115.18 g/mol
**Energy relative to the best compared isomer or geometry (same formula, charge and spin)**: 142.2 kcal per mole
**HOMO-LUMO gap**: 7.957 eV